{"formula": "C15H9BrN3OSbSe4Tc", "method": "ωB97M-V with the def2-TZVPD basis set", "de_lowest_kcal_mol": 0.0, "max_force_ev_per_a": 0.18, "homo_ha": [-0.6114, -0.6114], "charge": 3, "species": ["Tc", "Br", "C", "C", "C", "C", "C", "C", "N", "N", "C", "C", "C", "C", "O", "C", "N", "C", "C", "C", "C", "H", "H", "H", "H", "H", "H", "H", "H", "H", "Se", "Sb", "Se", "Se", "Se"], "positions_angstrom": [[-1.24756, -4.10053, -1.66785], [0.92065, 6.17365, 4.82236], [1.02371, 5.02106, 3.41503], [0.64231, 5.46415, 2.12629], [0.74580, 4.60775, 1.07929], [1.22793, 3.26611, 1.28761], [1.60776, 2.83443, 2.61120], [1.50313, 3.69590, 3.64707], [1.31613, 2.51781, 0.21447], [1.87817, 1.38649, 0.15606], [1.49027, 0.21683, -0.20286], [2.56573, -0.76205, -0.36627], [2.34460, -2.04466, -0.70317], [0.99990, -2.47771, -0.93889], [0.71822, -3.66424, -1.22456], [-0.10519, -1.50429, -0.85834], [-1.31949, -2.00627, -1.17584], [-2.37969, -1.20721, -1.09702], [-2.26418, 0.12650, -0.70784], [-1.02565, 0.64096, -0.38830], [0.09667, -0.19262, -0.46186], [0.29253, 6.47824, 1.99281], [0.48450, 4.90871, 0.07263], [2.00396, 1.83742, 2.75622], [1.79790, 3.41198, 4.64787], [3.57031, -0.39776, -0.18938], [3.14461, -2.76547, -0.80573], [-3.33723, -1.64145, -1.35140], [-3.15214, 0.74122, -0.66145], [-0.93446, 1.67568, -0.08991], [-4.52578, -9.11414, -3.08142], [-3.36694, -7.14821, -3.05273], [-2.32831, -6.07546, -1.01405], [-1.92769, -3.95664, -3.78336], [-2.46051, -5.94621, -5.00666]], "forces_ev_per_angstrom": [[0.0, 0.1, 0.1], [0.0, 0.0, 0.0], [0.0, 0.0, 0.0], [0.0, 0.0, 0.0], [0.0, 0.0, 0.0], [0.0, 0.0, 0.0], [0.0, 0.0, 0.0], [0.0, 0.0, 0.0], [0.0, 0.1, 0.0], [0.0, 0.0, 0.0], [0.0, 0.0, 0.0], [0.0, 0.0, 0.0], [0.0, 0.0, 0.0], [-0.1, 0.1, 0.0], [0.1, -0.1, -0.1], [0.0, 0.0, 0.0], [0.0, -0.1, -0.1], [0.0, 0.0, 0.0], [0.0, 0.0, 0.0], [0.0, 0.0, 0.0], [0.0, 0.0, 0.0], [0.0, 0.0, 0.0], [0.0, 0.0, 0.0], [0.0, 0.0, 0.0], [0.0, 0.0, 0.0], [0.0, 0.0, 0.0], [0.0, 0.0, 0.0], [0.0, 0.0, 0.0], [0.0, 0.0, 0.0], [0.0, 0.0, 0.0], [0.0, 0.0, 0.0], [0.0, 0.0, 0.0], [-0.1, -0.1, 0.0], [0.0, 0.1, 0.0], [0.0, -0.1, 0.0]]}


{"formula": "C15H9Cl36IO2", "method": "ωB97M-V with the def2-TZVPD basis set", "max_force_ev_per_a": 3.59, "homo_ha": -0.3606, "species": ["C", "C", "C", "C", "C", "O", "O", "C", "I", "H", "H", "H", "H", "H", "H", "H", "H", "H", "C", "Cl", "Cl", "Cl", "Cl", "C", "Cl", "Cl", "Cl", "Cl", "C", "Cl", "Cl", "Cl", "Cl", "C", "Cl", "Cl", "Cl", "Cl", "C", "Cl", "Cl", "Cl", "Cl", "C", "Cl", "Cl", "Cl", "Cl", "C", "Cl", "Cl", "Cl", "Cl", "C", "Cl", "Cl", "Cl", "Cl", "C", "Cl", "Cl", "Cl", "Cl"], "positions_angstrom": [[4.68487, 1.00140, -0.20763], [3.54149, 1.98112, 0.07481], [3.91166, 3.09521, 1.05048], [3.95332, 2.69440, 2.53426], [5.14868, 3.43130, 3.09301], [5.68894, 3.30162, 4.14257], [5.62347, 4.29531, 2.13402], [5.29033, 3.72356, 0.86822], [5.35977, 5.24118, -0.61200], [5.33126, 0.86437, 0.66304], [5.30537, 1.33386, -1.04049], [4.29870, 0.01527, -0.46279], [3.18747, 2.41523, -0.86088], [2.70751, 1.43434, 0.51563], [3.19623, 3.91564, 0.95564], [3.05665, 3.03522, 3.04885], [4.08009, 1.62725, 2.72026], [6.06361, 3.00684, 0.59982], [0.85554, -1.18599, -0.51014], [0.21771, 0.45368, -0.32982], [-0.49660, -2.31959, -0.49404], [1.71595, -1.31502, -2.04532], [1.95645, -1.54532, 0.82040], [-3.34520, -1.50721, -3.41868], [-2.74840, -1.96965, -5.01392], [-3.32797, -2.91809, -2.35204], [-2.29283, -0.27853, -2.71413], [-4.98759, -0.88200, -3.56206], [-2.83299, 3.27841, 0.98375], [-4.21265, 4.05358, 0.21224], [-3.22816, 1.60459, 1.38254], [-1.45515, 3.29619, -0.12868], [-2.40534, 4.15463, 2.45540], [0.52543, -5.97307, 2.82885], [0.11127, -4.72930, 1.64701], [-0.20255, -7.50889, 2.34598], [2.28126, -6.15006, 2.90277], [-0.08776, -5.50534, 4.41669], [8.17459, 3.89543, 7.14730], [8.59645, 4.63564, 5.60548], [8.87551, 2.27305, 7.23418], [8.82393, 4.87915, 8.46906], [6.42424, 3.78611, 7.29976], [-6.72117, -3.81740, -0.54340], [-6.83681, -2.05751, -0.44567], [-8.16115, -4.54437, 0.17476], [-6.59250, -4.30446, -2.23458], [-5.28405, -4.34823, 0.33752], [-3.71772, -2.86038, -9.50739], [-2.47806, -2.81627, -8.24747], [-4.81734, -4.20584, -9.19887], [-4.62048, -1.34395, -9.49111], [-2.94744, -3.07441, -11.07984], [-3.44358, -8.48375, 0.85844], [-5.04327, -7.79036, 0.59370], [-3.45489, -9.46239, 2.32675], [-2.99678, -9.49175, -0.51948], [-2.26436, -7.17394, 1.03578], [-5.50150, 7.57674, -1.64906], [-4.38045, 7.74175, -0.29865], [-6.41561, 6.06964, -1.48320], [-6.62499, 8.93831, -1.65353], [-4.60045, 7.54490, -3.16590]], "forces_ev_per_angstrom": [[-0.1, -0.1, 0.0], [0.3, -0.1, 0.1], [-0.1, 0.2, 0.1], [0.0, 0.0, -0.1], [0.1, 0.0, -0.2], [-0.1, 0.2, 0.3], [0.2, -0.3, -0.1], [-0.1, 0.2, 0.1], [0.0, 0.0, -0.1], [0.0, 0.0, 0.0], [0.1, 0.0, 0.1], [0.0, 0.0, -0.1], [0.0, 0.0, 0.0], [-0.1, 0.1, -0.1], [-0.1, -0.1, 0.0], [0.0, -0.1, 0.1], [0.0, 0.0, -0.1], [0.0, 0.0, -0.1], [-0.1, 0.0, 0.0], [0.0, 0.0, 0.0], [0.1, 0.0, 0.0], [0.0, 0.0, 0.0], [0.0, 0.0, 0.0], [0.1, -0.1, 0.1], [-0.1, 0.0, 0.0], [-0.1, -0.1, -0.1], [0.0, 0.2, -0.1], [0.0, 0.0, 0.0], [0.0, -0.1, 0.0], [0.0, 0.0, 0.0], [0.0, 0.0, 0.0], [0.0, 0.1, -0.1], [0.0, 0.0, 0.0], [0.3, -0.4, 0.2], [0.0, 0.0, 0.0], [3.0, 0.1, 1.9], [0.1, 0.1, 0.0], [0.0, 0.0, 0.0], [0.0, 0.0, 0.0], [0.0, 0.0, 0.0], [0.0, 0.0, 0.0], [0.0, 0.0, 0.0], [0.0, 0.0, 0.0], [0.1, 0.1, 0.0], [0.0, 0.0, 0.0], [0.0, 0.0, 0.0], [-0.1, -0.1, 0.0], [0.0, 0.0, 0.0], [0.0, 0.0, 0.0], [0.1, 0.0, -0.1], [0.0, 0.0, 0.0], [0.0, 0.0, 0.0], [0.0, 0.0, 0.0], [-0.2, 0.4, -0.3], [-0.2, -0.2, 0.0], [0.0, 0.0, 0.1], [0.0, 0.0, 0.0], [-3.0, -0.2, -1.8], [0.0, 0.0, 0.0], [0.0, 0.0, 0.0], [0.0, 0.0, 0.0], [0.0, 0.0, 0.0], [0.0, 0.0, 0.0]]}


{"formula": "C15H9Cl3N4O3", "method": "ωB97M-V with the def2-TZVPD basis set", "smiles": "O=[N+]([O-])c1ccc(Nc2cc(O)n(-c3c(Cl)cc(Cl)cc3Cl)n2)cc1", "max_force_ev_per_a": 6.55, "homo_ha": -0.2951, "species": ["O", "N", "O", "C", "C", "C", "C", "N", "C", "C", "C", "O", "N", "C", "C", "Cl", "C", "C", "Cl", "C", "C", "Cl", "N", "C", "C", "H", "H", "H", "H", "H", "H", "H", "H", "H"], "positions_angstrom": [[-4.19864, -0.27398, 5.78135], [-4.42397, -1.05254, 4.86215], [-5.15754, -2.05665, 4.98997], [-3.73064, -0.89728, 3.61280], [-3.99616, -1.73904, 2.52007], [-3.31725, -1.52783, 1.31514], [-2.31149, -0.58239, 1.20452], [-1.57778, -0.65251, 0.03719], [-0.33772, -0.32081, -0.17117], [0.72448, -0.01811, 0.76233], [1.79397, 0.31193, 0.01365], [2.97543, 0.75124, 0.55246], [1.44854, 0.15279, -1.33369], [2.32118, 0.49123, -2.33653], [2.16860, 1.74455, -2.92714], [0.92096, 2.84166, -2.39359], [3.02465, 2.13579, -3.95175], [4.00436, 1.27532, -4.40642], [5.09356, 1.79718, -5.68533], [4.18806, 0.03311, -3.78489], [3.35477, -0.33936, -2.76903], [3.62677, -1.88636, -2.01668], [0.16628, -0.30347, -1.45859], [-2.03908, 0.30188, 2.28211], [-2.78060, 0.14396, 3.45646], [-4.69132, -2.54980, 2.58913], [-3.49057, -2.17424, 0.47001], [-2.09006, -0.93085, -0.77325], [0.70870, 0.04267, 1.83956], [3.65314, 0.84459, -0.15363], [2.88282, 3.10684, -4.39032], [4.96798, -0.61465, -4.17449], [-1.30439, 1.08051, 2.18079], [-2.57703, 0.86463, 4.25684]], "forces_ev_per_angstrom": [[-0.2, -0.2, -0.9], [-0.7, -1.7, 1.6], [0.9, 1.6, -0.5], [1.0, 0.9, -1.6], [0.5, 0.8, -0.3], [-0.7, -0.3, 1.2], [0.5, 0.2, 0.9], [-3.0, -0.4, 0.3], [6.0, 1.2, -2.3], [-1.6, 0.0, 0.3], [0.3, 0.0, -0.9], [-0.1, -0.2, -1.7], [0.8, -0.5, 3.9], [-0.3, 0.6, -1.0], [0.4, 0.1, -0.5], [0.5, -0.5, -0.2], [-0.4, 0.3, -0.1], [0.3, -0.1, 0.4], [-0.5, -0.3, 0.6], [0.7, 0.6, -1.4], [-0.1, -0.5, 0.4], [-0.2, 0.3, -0.1], [-1.4, 0.4, 1.7], [-1.1, -1.2, -0.2], [0.1, 0.1, 0.1], [-0.3, -0.2, 0.2], [-0.1, -0.2, 0.0], [-0.1, -0.3, -0.4], [-0.1, -0.1, -0.1], [-0.5, -0.1, 0.6], [0.1, 0.2, -0.2], [-0.1, 0.0, 0.3], [0.1, 0.1, 0.1], [-0.3, -0.5, -0.1]]}


{"formula": "C15H9Cl5N2Pd", "method": "ωB97M-V with the def2-TZVPD basis set", "multiplicity": 3, "de_lowest_kcal_mol": 4.9, "max_force_ev_per_a": 0.27, "homo_ha": [-0.2787, -0.3243], "s_squared": 2.00, "species": ["Pd", "Cl", "C", "C", "C", "Cl", "C", "Cl", "C", "Cl", "C", "Cl", "C", "C", "C", "C", "C", "C", "H", "H", "H", "H", "H", "N", "C", "C", "C", "N", "H", "H", "H", "H"], "positions_angstrom": [[0.17420, -0.17240, 0.57191], [3.38248, -1.23022, 0.04122], [2.11839, -2.40498, -0.20115], [0.80700, -1.99912, -0.06747], [-0.17678, -2.95300, -0.26661], [-1.84293, -2.44912, -0.10583], [0.11172, -4.27533, -0.58547], [-1.14840, -5.42359, -0.81705], [1.44752, -4.65614, -0.71651], [1.83971, -6.28278, -1.11378], [2.46078, -3.71767, -0.52566], [4.10816, -4.18722, -0.69288], [-0.09777, 0.51343, 5.36198], [-1.25893, 0.33734, 4.62362], [-1.19374, 0.20028, 3.24126], [0.03618, 0.23664, 2.59196], [1.19838, 0.41760, 3.33586], [1.13088, 0.55250, 4.71748], [-0.14984, 0.61956, 6.43796], [-2.21976, 0.30551, 5.12288], [-2.11092, 0.06041, 2.67927], [2.16807, 0.43724, 2.84835], [2.04004, 0.68707, 5.29102], [1.18531, 2.76399, 0.05315], [0.78462, 4.04435, 0.08448], [-0.55171, 4.05397, -0.24429], [-0.86317, 2.71182, -0.49419], [0.19528, 1.93148, -0.30862], [2.09355, 2.38588, 0.25583], [1.46579, 4.83686, 0.34302], [-1.20020, 4.90866, -0.31052], [-1.80105, 2.27161, -0.78991]], "forces_ev_per_angstrom": [[0.0, 0.0, 0.1], [-0.1, 0.0, 0.0], [0.2, -0.1, 0.0], [-0.2, 0.0, -0.1], [-0.1, -0.1, 0.0], [0.1, 0.0, 0.0], [0.0, 0.1, 0.0], [0.0, 0.0, 0.0], [0.0, 0.0, 0.0], [0.0, 0.0, 0.0], [0.0, 0.1, 0.0], [0.0, 0.0, 0.0], [0.0, 0.0, 0.0], [0.0, 0.0, 0.0], [0.0, 0.0, 0.0], [0.0, 0.1, 0.0], [0.0, 0.0, 0.0], [0.0, 0.0, 0.0], [0.0, 0.0, 0.0], [0.0, 0.0, 0.0], [0.0, 0.0, 0.0], [0.0, 0.0, 0.0], [0.0, 0.0, 0.0], [-0.1, -0.1, -0.1], [0.0, 0.0, 0.2], [0.1, 0.0, -0.2], [0.0, -0.1, 0.1], [0.1, 0.0, 0.1], [0.0, 0.0, 0.0], [0.0, 0.0, 0.0], [0.0, 0.0, 0.0], [0.0, 0.0, 0.0]]}


{"formula": "C15H9F5MnNO5Se", "method": "ωB97M-V with the def2-TZVPD basis set", "multiplicity": 6, "de_lowest_kcal_mol": 2.7, "max_force_ev_per_a": 0.44, "homo_ha": [-0.2003, -0.2003], "charge": -1, "s_squared": 8.76, "species": ["Mn", "O", "C", "O", "C", "C", "C", "N", "C", "C", "C", "O", "O", "H", "H", "H", "F", "C", "C", "F", "C", "F", "C", "Se", "C", "F", "C", "F", "C", "C", "O", "H", "H", "H", "H", "H", "H"], "positions_angstrom": [[0.21580, 0.51276, 0.18716], [-1.12388, -6.14597, -1.80548], [-0.02433, -5.57204, -1.88372], [1.08174, -5.95951, -2.28631], [-0.05338, -4.08760, -1.40191], [-1.26051, -3.48028, -1.07863], [-1.26614, -2.16659, -0.65516], [-0.14407, -1.44937, -0.53924], [1.03229, -2.02764, -0.85021], [1.11161, -3.33849, -1.28009], [2.27730, -1.14492, -0.69533], [3.37816, -1.66322, -0.70115], [2.03675, 0.11117, -0.50097], [-2.16688, -4.06424, -1.16125], [-2.18563, -1.65639, -0.39019], [2.06349, -3.78529, -1.52904], [-2.59322, 6.05381, -3.00472], [-2.32092, 5.17206, -2.03882], [-2.71511, 5.41815, -0.73393], [-3.37351, 6.54444, -0.44274], [-2.42863, 4.50145, 0.26143], [-2.82809, 4.78633, 1.50472], [-1.75025, 3.31553, 0.00408], [-1.40117, 2.05943, 1.38616], [-1.37278, 3.10404, -1.31672], [-0.71258, 1.97253, -1.65477], [-1.64043, 4.00155, -2.33222], [-1.25367, 3.74924, -3.58430], [2.51174, -0.75641, 3.95945], [2.26759, -0.57460, 2.47840], [0.90566, -0.15846, 2.23210], [3.50567, -1.17465, 4.11944], [1.78057, -1.44070, 4.39019], [2.46094, 0.19592, 4.49264], [2.39005, -1.51073, 1.93784], [2.95040, 0.15022, 2.03207], [0.64541, 0.50850, 2.88120]], "forces_ev_per_angstrom": [[-0.1, -0.1, 0.2], [-0.1, -0.1, 0.0], [0.0, 0.2, 0.0], [0.1, -0.1, 0.0], [0.0, -0.1, 0.0], [0.0, 0.1, 0.0], [-0.1, -0.1, 0.0], [0.1, 0.0, -0.1], [0.1, 0.0, -0.1], [0.0, 0.1, 0.0], [0.0, -0.4, 0.1], [-0.1, 0.0, -0.1], [0.0, 0.3, -0.1], [0.0, 0.0, 0.0], [0.0, 0.0, 0.0], [0.0, 0.0, 0.0], [0.0, 0.0, 0.0], [0.0, -0.1, 0.0], [0.0, 0.0, 0.0], [0.0, 0.0, 0.0], [0.1, -0.1, 0.0], [0.0, 0.0, 0.0], [0.1, 0.0, -0.1], [0.0, 0.0, 0.0], [-0.1, 0.1, 0.1], [0.0, 0.0, -0.1], [0.0, 0.0, 0.0], [0.0, 0.0, 0.0], [0.0, 0.0, 0.0], [0.0, 0.0, 0.0], [-0.1, 0.1, 0.1], [0.0, 0.0, 0.0], [0.0, 0.0, 0.0], [0.0, 0.0, 0.0], [0.0, 0.0, 0.0], [0.0, 0.0, 0.0], [0.1, 0.0, 0.0]]}


{"formula": "C16H10AsBrF6MnN2O", "method": "ωB97M-V with the def2-TZVPD basis set", "multiplicity": 5, "max_force_ev_per_a": 3.52, "homo_ha": [-0.4210, -0.4271], "charge": 1, "s_squared": 6.12, "species": ["Mn", "Br", "C", "C", "C", "C", "O", "C", "C", "N", "C", "C", "C", "C", "C", "C", "C", "C", "N", "C", "C", "H", "H", "H", "H", "H", "H", "H", "H", "H", "H", "F", "As", "F", "F", "F", "F", "F"], "positions_angstrom": [[-0.29671, -1.41195, -0.33165], [4.71779, 2.09365, -4.63555], [3.53229, 1.04275, -3.60485], [3.66859, -0.35425, -3.63765], [2.88799, -1.13765, -2.83725], [1.91779, -0.56815, -1.97265], [1.23269, -1.33215, -1.19945], [1.74379, 0.86485, -1.99105], [0.84509, 1.50145, -1.08005], [0.13819, 0.83105, -0.23535], [-0.51271, 1.33265, 0.87835], [-1.06171, 2.58865, 1.04745], [-1.68081, 2.92355, 2.25815], [-1.73421, 2.03345, 3.29935], [-1.15401, 0.75125, 3.18035], [-1.14801, -0.21365, 4.20965], [-0.51681, -1.41435, 4.00435], [0.08089, -1.67665, 2.76325], [0.04059, -0.82075, 1.75775], [-0.54891, 0.39185, 1.95205], [2.56959, 1.63965, -2.81395], [4.39809, -0.80385, -4.29245], [2.98929, -2.21165, -2.83025], [0.84949, 2.59065, -1.05635], [-1.04961, 3.29865, 0.23535], [-2.12091, 3.90245, 2.36965], [-2.20701, 2.30195, 4.23105], [-1.63661, 0.01125, 5.14565], [-0.47371, -2.15605, 4.78635], [0.59969, -2.61285, 2.59165], [2.45509, 2.71475, -2.81095], [-2.03861, -1.95035, 0.33915], [-2.79731, -2.37615, -1.44005], [-2.09971, -0.67415, -1.71325], [-4.27101, -1.72365, -0.88265], [-3.20531, -2.56215, -3.06575], [-3.10381, -3.97025, -0.91345], [-1.00941, -2.84385, -1.70485]], "forces_ev_per_angstrom": [[0.9, 2.1, -0.1], [-0.2, 0.0, 0.1], [-0.1, 0.0, 0.0], [0.1, 0.8, 0.0], [-1.0, -0.2, 0.9], [1.3, 2.7, -1.9], [-0.7, -2.1, 1.4], [0.2, -1.4, -0.3], [-0.2, -0.3, 0.5], [-0.2, -0.9, -1.2], [-0.4, 0.5, 0.8], [0.2, -0.7, -0.3], [-0.1, -0.1, 0.4], [0.1, 0.1, -0.1], [0.1, -0.1, -0.4], [0.2, -0.2, -0.2], [0.0, 0.2, 0.2], [-0.1, 0.1, 0.1], [-0.2, -0.6, -0.1], [-0.2, 0.5, 0.2], [0.3, -0.2, -0.3], [0.1, 0.0, 0.0], [0.0, -0.1, 0.0], [0.1, 0.0, 0.2], [0.0, 0.1, -0.1], [0.0, 0.1, 0.0], [-0.1, 0.1, 0.1], [0.0, 0.0, 0.1], [0.0, -0.1, 0.0], [-0.1, 0.0, 0.0], [0.0, 0.1, 0.0], [-0.3, -0.5, -0.8], [0.1, 1.1, 0.2], [-0.4, -1.8, 0.4], [0.8, -0.4, -0.3], [0.3, 0.0, 0.6], [0.3, 0.9, -0.2], [-1.0, 0.4, 0.5]]}